DFT (the ωB97M-V functional and the def2-TZVPD basis) results for C11H19P in the gas phase.

Computed properties:
Energy relative to the best compared isomer or geometry (same formula, charge and spin) (kcal/mol): 80.31
Energy (Ha): -771.634689
HOMO-LUMO gap (alpha / beta) (eV): 8.26 / 7.51

Last column: Mulliken charge in e.
CARTESIAN COORDINATES (ANGSTROEM)
C 0.4877 2.2423 -0.1606  -0.324
C -0.1124 1.3184 -1.1304  -0.011
C 0.9493 1.9276 1.0429  0.045
C -0.0852 0.0019 -1.0274  -0.146
C 0.7502 0.5121 1.6939  0.255
C 1.6345 -0.5037 0.9076  -0.718
C 1.7471 2.8639 1.9295  -1.574
C -0.7517 0.3786 2.0691  -1.308
C -2.2432 -3.1213 -2.1382  -1.100
C -0.6944 -1.0646 -1.9027  -1.111
C -1.6433 -1.9972 -1.2141  0.028
P 2.5864 -0.2410 -0.5508  -0.143
H 0.5396 3.2497 -0.4933  0.385
H -0.3811 1.7776 -2.0714  0.356
H 1.2429 0.4519 2.6318  0.835
H 1.3245 -1.5408 1.0830  0.506
H 1.9599 2.5091 2.9159  0.380
H 1.0945 3.7751 2.0589  0.326
H 2.6512 3.0216 1.4178  0.326
H -1.3452 0.6219 1.1282  0.195
H -1.0067 1.1782 2.7390  0.444
H -0.9206 -0.6536 2.4176  0.342
H -1.7253 -4.0648 -1.9441  0.275
H -2.0641 -2.7847 -3.2063  0.293
H -3.3055 -3.1843 -1.8520  0.328
H -0.0568 -1.6105 -2.6823  0.335
H -1.2678 -0.3367 -2.5096  0.308
H -2.6034 -1.4697 -0.9888  0.205
H -1.0374 -2.4119 -0.3360  0.169
H 3.8242 -0.2228 0.1544  0.054
H 2.4760 1.1428 -0.3595  0.046

Cartesian forces (eV/Å) of the 2 atoms listed first:
-0.7 -0.4 0.0
0.8 0.0 0.6